# 1
Formula: C19H24N2O5S
Source: the OMol25 dataset
Level of theory: ωB97M-V/def2-TZVPD

## Properties
total energy = -1622.33805 Eh
E_HOMO = -8.09 eV
relative energy (zero: lowest compared OMol25 entry of this formula, charge and spin) = 161.7 kJ/mol
SMILES = COc1ccc(/C=C2\SC(=O)N(CC(=O)NCCC(C)C)C2=O)cc1OC
LUMO = -0.020 hartree

Structure (ORCA input):
```
! RIJCOSX wB97M-V def2-TZVPD def2/J DEFGRID3
* xyz 0 1
C 7.29 0.82 0.09
H 7.19 0.77 1.18
O 6.74 -0.32 -0.54
C 5.43 -0.65 -0.41
C 5.08 -1.82 -1.10
C 3.80 -2.31 -1.09
C 2.80 -1.65 -0.36
C 3.15 -0.48 0.33
C 4.43 0.03 0.31
O 4.78 1.18 0.98
C 3.79 1.87 1.69
H 4.30 2.73 2.12
H 3.37 1.26 2.50
H 2.98 2.22 1.04
H 2.38 0.04 0.87
C 1.47 -2.20 -0.36
C 0.36 -1.82 0.31
C -0.89 -2.57 0.15
O -1.04 -3.56 -0.53
N -1.90 -2.01 0.92
C -1.58 -0.93 1.69
O -2.32 -0.34 2.43
S 0.12 -0.50 1.44
C -3.24 -2.56 0.90
H -3.62 -2.63 1.92
H -3.17 -3.55 0.45
C -4.20 -1.71 0.04
O -4.61 -2.09 -1.03
N -4.51 -0.53 0.60
H -4.09 -0.27 1.49
C -5.33 0.46 -0.06
H -5.56 0.09 -1.05
C -4.64 1.83 -0.13
H -5.41 2.59 -0.25
H -4.14 2.02 0.83
C -3.63 1.99 -1.27
C -3.15 3.44 -1.32
H -2.46 3.58 -2.15
H -2.64 3.71 -0.40
H -3.99 4.11 -1.46
C -2.43 1.06 -1.11
H -2.72 0.02 -1.24
H -1.98 1.18 -0.13
H -1.67 1.28 -1.86
H -4.13 1.75 -2.21
H -6.27 0.57 0.50
H 1.33 -3.07 -0.98
H 3.56 -3.21 -1.63
H 5.86 -2.32 -1.65
H 8.34 0.81 -0.18
H 6.82 1.74 -0.27
*
```


# 2
Formula: C2H8NO2
Source: the OMol25 dataset
Level of theory: ωB97M-V/def2-TZVPD

## Properties
total energy = -286.18792 Eh
E_HOMO = -3.13 eV
relative energy (zero: lowest compared OMol25 entry of this formula, charge and spin) = 155.8 kJ/mol
LUMO = 0.167 hartree

Structure (ORCA input):
```
! RIJCOSX wB97M-V def2-TZVPD def2/J DEFGRID3
* xyz -1 1
C -0.15 -1.59 1.91
O -0.94 -0.45 1.41
H 0.87 -1.24 2.03
H -0.48 -2.37 1.19
H -0.58 -1.83 2.91
N -0.49 1.49 -1.68
C 0.63 0.59 -1.37
O 1.01 0.51 -0.08
H -0.62 2.23 -2.37
H -0.83 1.91 -0.78
H 1.47 0.86 -2.10
H 0.30 -0.34 -1.86
H -0.19 0.23 0.80
*
```


# 3
Formula: C10H17N4
Source: the OMol25 dataset
Level of theory: ωB97M-V/def2-TZVPD

## Properties
total energy = -609.86586 Eh
E_HOMO = -12.16 eV
relative energy (zero: lowest compared OMol25 entry of this formula, charge and spin) = 283.6 kJ/mol
SMILES = [H]/N=C1/c2cc[nH]c2[N@+](N)(CC)[C@@H]1CC
LUMO = -0.113 hartree

Structure (ORCA input):
```
! RIJCOSX wB97M-V def2-TZVPD def2/J DEFGRID3
* xyz 1 1
C -3.28 0.67 0.06
C -3.05 1.62 -0.93
C -2.10 0.16 0.47
C -1.01 0.91 -0.42
C -1.32 -0.46 1.48
C 0.09 -0.54 0.97
C -0.13 -3.13 0.91
C 1.27 1.76 -1.88
C 0.34 -1.83 0.13
C 1.45 0.75 -0.87
N -1.79 -0.97 2.50
N -1.75 1.75 -1.17
N 0.70 1.80 1.01
N 0.33 0.80 0.11
H -4.39 0.54 0.31
H -3.76 2.05 -1.59
H 0.92 -0.53 1.78
H 0.06 -3.12 1.97
H 0.68 -3.84 0.68
H -1.03 -3.57 0.75
H 1.02 2.81 -1.58
H 2.16 1.85 -2.59
H 0.63 1.43 -2.56
H -0.30 -1.75 -0.78
H 1.41 -1.78 -0.06
H 2.29 0.82 -0.22
H 1.49 -0.27 -1.15
H -1.22 -1.58 3.14
H -1.57 2.27 -2.05
H 0.71 2.72 0.49
H -0.01 1.89 1.76
*
```


# 4
Formula: C39H28F3IrN8OS3Sb
Source: the OMol25 dataset
Level of theory: ωB97M-V/def2-TZVPD

## Properties
total energy = -3854.83903 Eh
E_HOMO = -10.73 eV
LUMO = -0.152 hartree

Structure (ORCA input):
```
! RIJCOSX wB97M-V def2-TZVPD def2/J DEFGRID3
* xyz 1 1
Ir 0.12 -0.29 -0.49
C 3.44 -2.73 3.21
N 2.26 -2.15 2.56
C 2.06 -1.89 1.28
N 0.87 -1.32 1.13
C 0.39 -1.22 2.41
N 1.21 -1.72 3.30
C 4.43 -1.67 3.64
C 4.73 -1.49 4.98
C 5.63 -0.50 5.37
C 6.22 0.31 4.42
C 5.92 0.13 3.08
C 5.03 -0.86 2.69
C 6.49 1.02 2.07
N 7.34 1.97 2.21
N 7.50 2.54 0.94
C 6.74 1.87 0.15
O 6.06 0.89 0.79
C 6.47 2.07 -1.27
C 7.02 3.16 -1.95
C 6.70 3.36 -3.28
C 5.82 2.51 -3.93
C 5.28 1.42 -3.26
C 4.35 0.48 -3.99
N 3.40 -0.20 -3.10
C 2.60 0.33 -2.19
N 1.89 -0.64 -1.62
C 2.32 -1.77 -2.25
N 3.24 -1.54 -3.15
C 5.62 1.20 -1.93
H 3.88 -3.44 2.52
H 3.06 -3.27 4.08
H 2.75 -2.15 0.49
H -0.57 -0.81 2.66
H 4.26 -2.11 5.73
H 5.86 -0.36 6.42
H 6.92 1.09 4.71
H 4.81 -0.99 1.64
H 7.68 3.83 -1.42
H 7.13 4.20 -3.82
H 5.55 2.69 -4.96
H 4.89 -0.32 -4.49
H 3.78 1.02 -4.75
H 2.55 1.38 -1.94
H 1.96 -2.76 -2.03
H 5.23 0.34 -1.39
S -1.85 2.69 2.27
C -1.18 1.58 1.30
S 0.43 1.64 0.69
S -1.87 0.16 0.61
F 0.41 7.11 -2.27
C 0.10 5.81 -2.32
C 0.57 5.06 -3.37
C 0.25 3.71 -3.42
C -0.54 3.13 -2.42
C -0.99 3.93 -1.36
C -0.68 5.28 -1.31
Sb -0.95 1.07 -2.47
C -3.05 1.00 -2.53
C -3.83 2.11 -2.26
C -5.22 2.02 -2.28
C -5.79 0.80 -2.59
F -7.13 0.70 -2.61
C -5.04 -0.33 -2.87
C -3.66 -0.22 -2.84
C -0.54 0.67 -4.50
C -1.25 1.40 -5.45
C -1.03 1.18 -6.80
C -0.11 0.23 -7.18
F 0.11 0.02 -8.48
C 0.60 -0.52 -6.26
C 0.37 -0.29 -4.91
H 1.17 5.52 -4.14
H 0.61 3.11 -4.25
H -1.60 3.51 -0.57
H -1.02 5.91 -0.50
H -3.38 3.07 -2.02
H -5.85 2.87 -2.07
H -5.54 -1.26 -3.11
H -3.06 -1.10 -3.07
H -1.98 2.14 -5.15
H -1.57 1.73 -7.56
H 1.30 -1.27 -6.61
H 0.91 -0.90 -4.19
*
```


# 5
Formula: C22H35AsF6N2O14PS
Source: the OMol25 dataset
Level of theory: ωB97M-V/def2-TZVPD

## Properties
total energy = -5596.81699 Eh
E_HOMO = 2.01 eV
LUMO = 0.175 hartree

Structure (ORCA input):
```
! RIJCOSX wB97M-V def2-TZVPD def2/J DEFGRID3
* xyz -3 1
N 0.88 -0.71 0.19
H 0.37 -0.11 0.81
H 0.57 -0.50 -0.76
H 0.52 -1.68 0.29
H 1.90 -0.65 0.24
N 1.81 1.62 2.60
H 1.71 1.69 3.61
H 2.29 0.67 2.42
H 2.42 2.29 2.15
H 0.94 1.51 2.06
C 2.44 -5.27 1.01
C 1.13 -4.76 0.86
C 0.88 -3.68 -0.23
O -0.26 -3.20 -0.49
C 2.01 -3.23 -0.94
C 3.37 -3.62 -0.66
C 3.57 -4.74 0.37
O 4.64 -5.39 0.41
O 4.32 -3.02 -1.15
O 0.19 -5.07 1.62
H 2.52 -6.04 1.76
H 1.84 -2.59 -1.80
C 4.29 -1.51 3.59
C 3.13 -1.07 2.99
C 1.76 -1.39 3.58
O 0.75 -0.70 3.18
C 1.65 -2.17 4.71
C 2.81 -2.85 5.24
C 4.21 -2.50 4.64
O 5.16 -3.20 4.97
O 2.73 -3.57 6.24
O 3.22 -0.30 1.95
H 5.25 -1.24 3.19
H 0.73 -2.46 5.19
As 3.02 1.49 -2.68
F 1.81 2.42 -1.80
F 4.07 2.86 -2.91
F 4.21 0.51 -3.51
F 2.00 0.05 -2.57
F 2.16 1.86 -4.17
F 3.69 1.11 -1.14
C -2.42 -1.65 -4.41
C -3.64 -0.75 -4.14
C -4.09 -0.77 -2.68
S -2.75 -1.75 -1.80
O -3.25 -2.52 -0.70
O -1.70 -0.78 -1.63
C -2.41 -2.68 -3.31
H -1.51 -1.04 -4.34
H -2.41 -2.03 -5.43
H -4.40 -1.11 -4.84
H -3.39 0.26 -4.48
H -5.02 -1.33 -2.69
H -4.14 0.15 -2.10
H -3.17 -3.46 -3.43
H -1.46 -3.21 -3.28
C -1.21 3.87 -3.11
C -1.73 2.87 -2.08
O -1.08 3.17 -0.85
P -1.36 2.43 0.53
O -0.36 1.48 1.00
O -2.80 1.85 0.17
C -3.44 0.91 1.01
C -3.50 1.19 2.51
O -1.65 3.59 1.57
C -0.88 4.79 1.61
C -1.46 5.85 0.69
H -1.58 3.75 -4.13
H -1.59 4.84 -2.76
H -0.13 3.79 -3.23
H -2.82 2.90 -2.08
H -1.49 1.82 -2.28
H -4.49 0.87 0.72
H -3.08 -0.11 0.89
H -4.16 0.47 2.99
H -2.52 1.17 2.98
H -4.04 2.12 2.70
H -0.79 5.16 2.63
H 0.15 4.61 1.29
H -0.77 6.68 0.56
H -1.82 5.50 -0.28
H -2.36 6.24 1.17
*
```


# 6
Formula: C18H21N2O2
Source: the OMol25 dataset
Level of theory: ωB97M-V/def2-TZVPD

## Properties
total energy = -958.17925 Eh
E_HOMO = -10.29 eV
relative energy (zero: lowest compared OMol25 entry of this formula, charge and spin) = 224.5 kJ/mol
LUMO = -0.194 hartree

Structure (ORCA input):
```
! RIJCOSX wB97M-V def2-TZVPD def2/J DEFGRID3
* xyz 1 1
C -6.13 0.79 2.80
C -5.17 -0.40 2.63
C -3.82 0.24 2.72
C -4.01 1.62 2.95
O -5.35 1.97 3.01
C -2.89 2.44 3.09
C -1.63 1.91 2.99
C -1.42 0.53 2.71
C -0.15 -0.08 2.60
C 1.14 0.50 2.51
C 2.27 -0.34 2.70
C 3.52 0.20 2.70
C 3.73 1.59 2.50
O 5.06 1.95 2.60
C 5.81 0.78 2.93
C 4.86 -0.43 2.93
C 2.63 2.41 2.23
C 1.37 1.87 2.20
C -2.57 -0.30 2.61
H -6.75 0.95 1.91
H -6.80 0.67 3.66
H -5.28 -1.15 3.42
H -5.30 -0.91 1.67
H -3.05 3.49 3.31
H -0.79 2.54 3.18
H -0.16 -1.16 2.63
H 2.14 -1.39 2.87
H 6.63 0.68 2.21
H 6.25 0.96 3.92
H 4.88 -0.97 3.88
H 5.09 -1.13 2.13
H 2.79 3.45 2.04
H 0.55 2.47 1.86
H -2.46 -1.36 2.46
C 0.70 -5.62 3.89
N 0.95 -4.31 3.30
N 0.33 -4.14 2.05
H 1.22 -5.74 4.84
H -0.37 -5.73 4.09
H 1.00 -6.41 3.21
H 1.96 -4.20 3.14
H -0.67 -4.22 2.22
H 0.49 -3.19 1.73
*
```


Which of these has the highest LUMO? C22H35AsF6N2O14PS


Which formula does entry 6 have? C18H21N2O2


Repeat the third record exactly.
Formula: C10H17N4
Source: the OMol25 dataset
Level of theory: ωB97M-V/def2-TZVPD

## Properties
total energy = -609.86586 Eh
E_HOMO = -12.16 eV
relative energy (zero: lowest compared OMol25 entry of this formula, charge and spin) = 283.6 kJ/mol
SMILES = [H]/N=C1/c2cc[nH]c2[N@+](N)(CC)[C@@H]1CC
LUMO = -0.113 hartree

Structure (ORCA input):
```
! RIJCOSX wB97M-V def2-TZVPD def2/J DEFGRID3
* xyz 1 1
C -3.28 0.67 0.06
C -3.05 1.62 -0.93
C -2.10 0.16 0.47
C -1.01 0.91 -0.42
C -1.32 -0.46 1.48
C 0.09 -0.54 0.97
C -0.13 -3.13 0.91
C 1.27 1.76 -1.88
C 0.34 -1.83 0.13
C 1.45 0.75 -0.87
N -1.79 -0.97 2.50
N -1.75 1.75 -1.17
N 0.70 1.80 1.01
N 0.33 0.80 0.11
H -4.39 0.54 0.31
H -3.76 2.05 -1.59
H 0.92 -0.53 1.78
H 0.06 -3.12 1.97
H 0.68 -3.84 0.68
H -1.03 -3.57 0.75
H 1.02 2.81 -1.58
H 2.16 1.85 -2.59
H 0.63 1.43 -2.56
H -0.30 -1.75 -0.78
H 1.41 -1.78 -0.06
H 2.29 0.82 -0.22
H 1.49 -0.27 -1.15
H -1.22 -1.58 3.14
H -1.57 2.27 -2.05
H 0.71 2.72 0.49
H -0.01 1.89 1.76
*
```